158
Properties=species:S:1:pos:R:3:forces:R:3 method="wB97M-V/def2-TZVPD" charge=+1 e_homo_ha=-0.349 e_lumo_ev=-1.86 energy_ev=-122092.1576
C 5.00952 1.20460 2.94045 -0.14 -0.31 0.30
C 3.84344 0.27069 2.61717 0.48 0.61 0.32
C 2.63423 0.60922 3.49442 -0.33 -0.43 -0.90
C 1.31864 0.16914 2.81542 1.21 -0.60 0.30
O 0.50851 1.32489 2.53378 -0.53 -0.80 -0.07
N -0.82274 1.35069 3.09546 0.30 1.75 0.38
C -0.64169 1.38393 4.57861 -0.70 -0.95 1.02
C -1.74508 2.02096 5.41556 -0.01 0.62 -0.08
C -1.54380 3.50392 5.73440 0.02 0.15 0.67
C -0.20167 3.82697 6.43178 -0.17 -0.08 -1.05
C 0.83117 4.42377 5.46231 0.11 -0.07 0.03
O 1.39479 5.60527 5.98055 -0.09 -0.14 0.06
C 1.57080 6.60812 5.00580 0.25 0.26 0.00
C -1.22668 2.70365 2.51555 1.01 0.61 -0.03
C -1.60104 2.42466 1.05581 -0.84 0.81 0.28
C -0.87962 3.21393 -0.06298 0.62 -0.13 0.77
C 0.32289 4.06442 0.37027 0.49 0.01 -0.48
C 1.67260 3.30542 0.39098 -0.52 -0.03 -0.59
C 2.79204 3.99061 -0.40250 0.49 0.11 0.36
O 3.83116 4.49398 0.43208 -0.21 0.05 -0.01
C -1.61442 0.89735 0.96002 0.04 0.58 -0.36
N -2.60493 0.35948 -0.01416 0.70 0.13 0.46
C -2.03316 -0.17745 -0.95585 -0.06 0.20 -0.24
O -1.47632 -0.64919 -1.85094 -0.23 -0.22 -0.12
C -1.80289 0.43944 2.45504 -0.19 -0.71 -1.61
P -1.49659 -1.40787 2.41683 0.22 -0.72 1.95
N -1.42290 -2.15177 3.78720 0.28 0.48 -0.20
P -3.68708 0.51536 2.71768 -0.91 -0.69 -0.51
N -4.21757 2.09964 2.99336 0.43 -0.16 0.18
O -3.86530 -0.17733 4.18932 0.13 0.35 -0.05
H 5.31987 1.01386 3.96771 0.11 0.15 0.10
H 4.71228 2.25233 2.88110 0.06 0.12 -0.10
H 5.87570 1.02009 2.31199 0.01 0.02 -0.15
H 3.59067 0.35859 1.55882 -0.09 -0.06 -0.08
H 4.19125 -0.74114 2.80010 -0.24 -0.14 -0.25
H 2.74527 0.07217 4.43291 -0.06 0.41 0.36
H 2.56887 1.69029 3.61722 0.07 0.06 0.39
H 1.58559 -0.28237 1.85998 -0.27 0.10 -0.24
H 0.85268 -0.62132 3.40340 -0.58 0.31 0.09
H 0.30145 1.85864 4.82625 0.16 0.23 -0.57
H -0.53775 0.35378 4.91085 0.05 -0.19 -0.30
H -1.73872 1.49826 6.37028 0.02 -0.15 0.04
H -2.74548 1.88161 5.02061 0.03 -0.27 -0.20
H -1.66490 4.16386 4.87738 -0.06 -0.07 -0.17
H -2.34331 3.77766 6.42233 -0.15 -0.01 -0.02
H -0.38243 4.54727 7.22107 0.19 -0.02 0.21
H 0.21377 2.90196 6.82908 -0.05 0.08 0.50
H 0.39139 4.65095 4.48482 -0.26 -0.03 0.00
H 1.61374 3.67747 5.27042 0.23 0.12 -0.03
H 0.61853 7.02742 4.66887 -0.13 -0.09 0.00
H 2.14589 7.40337 5.46853 0.04 0.07 0.05
H 2.12601 6.25430 4.13317 0.05 -0.12 -0.02
H -1.99900 3.23954 3.05029 -0.47 -0.82 0.30
H -0.33658 3.29451 2.70190 0.17 0.06 -0.41
H -2.63338 2.77113 1.00518 -0.22 -0.37 -0.10
H -1.59095 3.87812 -0.54167 -0.19 -0.13 -0.14
H -0.50401 2.50003 -0.79682 -0.19 0.02 -0.28
H 0.43214 4.83446 -0.39178 -0.11 0.15 -0.01
H 0.15314 4.60747 1.29750 -0.11 0.05 0.07
H 2.01171 3.09494 1.40284 0.08 -0.03 0.07
H 1.49009 2.35249 -0.11080 0.06 -0.24 0.23
H 3.22198 3.30260 -1.13331 -0.02 -0.12 -0.05
H 2.43006 4.85178 -0.95804 -0.12 0.06 -0.01
H 4.17800 3.74826 0.92850 0.21 -0.01 0.06
H -0.62753 0.60510 0.59653 0.19 -0.16 0.41
H -0.30379 -1.55939 1.68453 -0.32 0.18 -0.57
H -2.53961 -1.90165 1.61807 0.16 0.38 -0.51
H -1.58144 -1.53626 4.57294 -0.15 -0.31 0.24
H -4.57511 2.22878 3.93267 0.03 0.23 0.04
H -4.92844 2.32667 2.31029 -0.08 0.12 0.04
H -4.54908 -0.85164 4.07651 0.04 -0.21 0.28
O -7.04411 -2.05195 1.79907 0.42 -2.17 -2.00
P -7.98728 -1.52160 0.76326 -2.00 4.29 1.52
N -7.22276 -0.04187 0.29934 -0.49 0.04 0.35
C -7.46057 1.27475 0.83039 -0.05 0.10 -0.10
C -5.91653 -0.21381 -0.31290 -0.15 -0.34 -0.40
N -9.42254 -1.40781 1.69254 0.14 0.08 0.57
C -10.19829 -0.20200 1.92429 -0.26 0.07 -0.45
C -9.45698 -2.26627 2.87902 0.28 0.03 0.16
N -8.86622 -1.71301 -0.73953 1.69 -2.45 -0.09
C -8.41119 -2.82930 -1.57990 -0.03 -0.15 0.17
C -9.21386 -0.57243 -1.55818 0.25 0.50 0.01
H -7.32600 2.02147 0.03902 0.11 0.02 0.04
H -6.78332 1.53091 1.66299 -0.06 -0.01 0.02
H -8.47997 1.39951 1.18010 0.08 -0.06 0.00
H -5.98563 -0.19738 -1.41014 0.08 0.07 0.01
H -5.45932 -1.16315 -0.02122 0.01 0.03 0.06
H -5.22261 0.56873 -0.00877 -0.07 0.05 0.09
H -9.62517 0.58337 2.42943 -0.15 -0.02 0.09
H -11.04946 -0.43429 2.56352 0.03 -0.14 0.02
H -10.63678 0.19158 1.00415 0.21 0.10 -0.05
H -8.95570 -1.81170 3.74277 -0.01 -0.05 0.03
H -8.98465 -3.22416 2.68616 0.06 0.02 -0.01
H -10.49595 -2.46507 3.14432 -0.05 0.12 -0.08
H -7.47009 -2.60257 -2.09961 -0.07 -0.03 -0.09
H -9.16672 -3.07811 -2.32622 -0.03 0.07 0.02
H -8.25234 -3.72068 -0.96842 0.00 0.03 0.00
H -8.38303 -0.21233 -2.18066 -0.01 -0.02 0.03
H -9.57956 0.26748 -0.97274 0.04 -0.05 0.10
H -10.02833 -0.88082 -2.21706 0.02 -0.09 0.01
O 5.09619 -2.29924 1.58522 -1.21 2.18 -1.65
P 4.74500 -3.11654 0.38150 1.28 -5.01 0.50
N 3.57924 -4.22939 1.00355 0.54 -0.18 -0.09
C 3.81000 -5.56564 1.51177 0.00 -0.13 0.00
C 2.36492 -3.61683 1.50545 -0.09 0.36 -0.34
N 6.28966 -3.74188 -0.01673 0.31 -0.02 0.47
C 6.64417 -5.14798 -0.11338 -0.19 -0.16 -0.45
C 7.41991 -2.97197 0.50709 -0.05 0.06 0.33
N 4.17492 -3.20946 -1.27003 -0.47 2.98 0.54
C 3.53149 -1.98570 -1.76894 0.20 0.10 0.01
C 3.48769 -4.37827 -1.77200 -0.23 -0.40 0.29
H 2.94684 -6.19791 1.27718 -0.04 0.03 0.08
H 3.96715 -5.58900 2.59822 0.01 0.00 -0.02
H 4.66046 -6.04112 1.03523 -0.05 0.09 0.02
H 1.56559 -3.62702 0.74814 -0.05 -0.04 0.08
H 2.53596 -2.57298 1.79554 0.03 -0.04 0.03
H 1.99487 -4.13290 2.39248 0.08 -0.06 0.01
H 6.49486 -5.69003 0.82562 0.15 -0.03 -0.05
H 7.69940 -5.23980 -0.36945 0.02 0.14 -0.01
H 6.11267 -5.65330 -0.92324 -0.19 -0.02 0.14
H 7.66678 -3.23640 1.54252 0.04 0.05 0.00
H 7.21855 -1.90553 0.47474 -0.04 0.00 0.03
H 8.29531 -3.15504 -0.11747 -0.06 -0.13 -0.06
H 2.51301 -1.86353 -1.36666 -0.03 0.02 -0.11
H 3.47742 -1.99370 -2.85772 -0.01 -0.03 -0.03
H 4.11742 -1.10757 -1.48075 -0.01 -0.04 0.02
H 2.42561 -4.41431 -1.49070 0.03 0.02 0.01
H 3.94938 -5.30741 -1.44705 0.06 0.06 0.09
H 3.55420 -4.34949 -2.86185 0.01 0.10 0.01
O 3.39882 -1.43421 -5.28438 0.74 2.63 1.50
P 3.63817 -0.64620 -6.53303 -0.92 -2.83 -4.28
N 2.07862 -0.58449 -7.26287 0.40 -0.33 -0.19
C 1.52730 -1.48083 -8.25610 -0.03 -0.04 -0.12
C 1.06976 0.11428 -6.48376 0.25 0.38 0.15
N 4.80964 -1.64660 -7.29126 -0.07 -0.50 0.18
C 4.69822 -2.25479 -8.60608 0.10 0.37 -0.32
C 5.53325 -2.53994 -6.38475 -0.21 -0.15 0.20
N 4.23381 0.80316 -7.32333 0.23 0.88 2.87
C 4.44868 1.94722 -6.42959 0.13 -0.14 0.12
C 3.69087 1.24497 -8.58871 -0.49 -0.14 -0.21
H 0.86021 -0.92031 -8.92021 -0.07 -0.02 0.07
H 0.95561 -2.30865 -7.81525 0.02 0.01 0.00
H 2.29369 -1.90178 -8.89752 -0.02 0.05 0.09
H 0.95942 1.15729 -6.81137 -0.10 -0.03 -0.01
H 1.31859 0.12386 -5.41894 0.00 -0.05 -0.01
H 0.09817 -0.37175 -6.57824 0.04 -0.09 -0.04
H 3.84210 -2.93132 -8.69146 0.14 -0.09 -0.06
H 5.59136 -2.84510 -8.81009 0.06 0.03 0.12
H 4.66450 -1.51020 -9.40492 -0.23 0.03 0.05
H 4.98562 -3.46930 -6.18256 0.05 -0.01 0.04
H 5.73377 -2.05821 -5.43261 -0.05 0.00 0.01
H 6.49715 -2.79363 -6.82826 -0.04 0.04 -0.14
H 3.50588 2.43185 -6.13819 0.05 0.10 -0.04
H 5.08597 2.69251 -6.90825 -0.02 -0.03 -0.06
H 4.95665 1.62244 -5.51798 -0.02 0.00 -0.02
H 2.73780 1.78271 -8.49044 0.02 -0.03 0.02
H 3.54004 0.42652 -9.28770 0.01 -0.08 0.09
H 4.42206 1.91989 -9.03956 0.04 0.01 0.08